{"formula": "C24H36Cl26F5IO6", "method": "ωB97M-V/def2-TZVPD", "multiplicity": 1, "lumo_ev": -0.1, "elements": ["O", "C", "O", "C", "C", "C", "O", "O", "C", "C", "C", "O", "F", "C", "C", "O", "I", "C", "F", "F", "C", "F", "F", "H", "H", "H", "H", "H", "H", "H", "H", "H", "H", "C", "Cl", "Cl", "H", "H", "C", "Cl", "Cl", "H", "H", "C", "Cl", "Cl", "H", "H", "C", "Cl", "Cl", "H", "H", "C", "Cl", "Cl", "H", "H", "C", "Cl", "Cl", "H", "H", "C", "Cl", "Cl", "H", "H", "C", "Cl", "Cl", "H", "H", "C", "Cl", "Cl", "H", "H", "C", "Cl", "Cl", "H", "H", "C", "Cl", "Cl", "H", "H", "C", "Cl", "Cl", "H", "H", "C", "Cl", "Cl", "H", "H"], "coordinates": [[-1.718, -3.171, 3.596], [-2.674, -2.673, 2.940], [-3.443, -3.388, 1.963], [-2.624, -3.420, 0.722], [-3.320, -2.422, -0.312], [-2.429, -2.139, -1.650], [-2.038, -3.192, -2.212], [-2.370, -0.806, -2.052], [-1.096, -0.171, -2.261], [-0.582, 0.577, -0.928], [-1.205, 0.092, 0.456], [-2.310, 0.601, 0.793], [-0.618, -0.803, 1.388], [0.010, -1.016, -3.054], [1.175, -1.671, -2.167], [2.380, -1.355, -2.433], [0.956, -3.095, -0.548], [-1.557, 1.043, -3.263], [-2.686, 1.755, -2.707], [-2.115, 0.347, -4.410], [-0.481, 2.040, -3.795], [-1.176, 3.106, -4.497], [0.403, 2.675, -2.896], [-2.950, -1.583, 3.207], [-1.568, -3.148, 1.047], [-2.727, -4.508, 0.342], [-4.248, -2.991, -0.728], [-3.744, -1.459, 0.141], [0.562, 0.589, -0.796], [-0.869, 1.696, -0.997], [0.574, -0.418, -3.872], [-0.467, -1.881, -3.663], [0.164, 1.545, -4.618], [2.204, -1.837, -6.369], [0.857, -0.693, -6.287], [1.631, -3.505, -6.278], [2.731, -1.694, -7.311], [2.880, -1.648, -5.535], [-0.527, 1.546, 4.012], [-0.760, -0.200, 4.164], [1.070, 2.026, 4.612], [-0.613, 1.829, 2.963], [-1.292, 2.055, 4.596], [-6.230, -4.502, 3.284], [-6.397, -2.784, 2.904], [-7.022, -5.507, 2.065], [-5.171, -4.755, 3.318], [-6.687, -4.696, 4.254], [1.819, 3.549, 0.997], [2.579, 2.177, 0.175], [0.103, 3.677, 0.592], [1.917, 3.416, 2.072], [2.322, 4.466, 0.691], [-5.603, -4.635, -3.224], [-5.014, -3.164, -4.007], [-5.341, -4.576, -1.475], [-6.669, -4.736, -3.418], [-5.070, -5.492, -3.633], [-5.420, -0.866, 6.254], [-4.372, -0.160, 5.019], [-6.809, 0.176, 6.585], [-5.778, -1.833, 5.903], [-4.847, -0.995, 7.172], [4.533, 3.033, 4.893], [3.798, 2.720, 3.316], [6.285, 2.808, 4.835], [4.317, 4.059, 5.187], [4.111, 2.343, 5.623], [-5.434, 3.199, 3.992], [-6.177, 2.852, 2.427], [-3.681, 2.983, 3.929], [-5.653, 4.230, 4.267], [-5.847, 2.522, 4.739], [6.550, 1.568, 0.744], [6.138, -0.076, 0.239], [8.162, 1.629, 1.469], [6.528, 2.221, -0.128], [5.819, 1.907, 1.477], [6.135, 3.882, -2.768], [7.512, 2.794, -2.553], [5.211, 4.044, -1.269], [6.501, 4.863, -3.066], [5.484, 3.481, -3.544], [8.536, 5.582, 5.260], [9.591, 6.310, 4.044], [7.147, 6.621, 5.604], [8.177, 4.622, 4.889], [9.103, 5.434, 6.178], [-8.526, -5.285, -6.158], [-7.150, -6.367, -5.917], [-9.453, -5.088, -4.666], [-8.158, -4.311, -6.477], [-9.176, -5.704, -6.925], [10.750, 0.815, -3.421], [12.128, -0.272, -3.209], [9.826, 0.977, -1.924], [11.116, 1.796, -3.719], [10.099, 0.413, -4.197]], "lowdin_charge": [0.007, -0.284, -0.162, -0.160, -0.077, -0.373, 0.013, 0.019, -0.267, -0.012, -0.295, 0.076, -0.054, -0.092, -0.713, -0.090, 0.988, -0.233, 0.066, 0.042, -0.167, 0.009, 0.030, 0.080, 0.052, 0.145, -0.001, 0.128, 0.091, 0.094, 0.056, 0.144, 0.148, -0.994, 0.570, 0.521, 0.029, 0.028, -1.002, 0.599, 0.523, -0.002, -0.025, -1.021, 0.533, 0.509, 0.017, 0.027, -1.015, 0.528, 0.582, -0.077, 0.032, -0.994, 0.545, 0.616, -0.017, 0.024, -1.000, 0.533, 0.516, 0.009, 0.032, -0.973, 0.541, 0.557, 0.036, 0.028, -1.023, 0.513, 0.516, 0.029, -0.015, -1.066, 0.505, 0.493, -0.090, -0.029, -0.979, 0.511, 0.537, 0.030, 0.031, -1.046, 0.502, 0.489, -0.045, 0.030, -1.014, 0.521, 0.512, 0.030, 0.027, -1.024, 0.505, 0.471, 0.029, 0.029]}